Molecular formula: C25H41CeF5P2
Method: DFT, ωB97M-V/def2-TZVPD

Structure (XYZ):
```
74
Properties=species:S:1:pos:R:3:forces:R:3
Ce -0.78344 0.19685 -1.87770 0.3 -0.3 -0.1
C -0.43850 0.34867 0.82607 -1.2 0.4 -0.1
C -1.03501 1.58477 0.39536 -0.4 -1.0 0.1
C -2.55798 -0.12010 0.00732 0.6 0.6 0.8
C -1.38441 -0.69091 0.58924 -0.2 0.9 0.1
C -2.34550 1.29186 -0.11446 0.6 -0.7 0.9
C 0.82629 0.16553 1.59981 0.4 -0.2 0.2
H 1.40127 1.09219 1.69051 -0.1 -0.1 -0.1
H 1.47874 -0.59012 1.13705 -0.1 0.2 0.2
H 0.61853 -0.18355 2.62469 0.0 0.1 -0.3
C -1.22711 -2.10831 1.01010 -0.1 -0.5 -0.1
H -0.48062 -2.20420 1.80232 -0.1 0.0 -0.1
H -0.91884 -2.73910 0.16926 0.0 -0.1 0.4
H -2.17769 -2.50573 1.38650 0.2 0.0 0.0
C -3.80910 -0.87153 -0.29580 -0.2 -0.3 -0.2
H -4.11995 -1.46588 0.57353 0.1 0.1 -0.2
H -3.67879 -1.57542 -1.13170 -0.2 0.1 0.1
H -4.62697 -0.19153 -0.54211 0.0 -0.1 0.0
C -3.33080 2.29307 -0.61199 -0.3 0.0 -0.1
H -4.35601 1.92679 -0.46098 0.3 0.2 -0.1
H -3.22290 2.50999 -1.68717 -0.1 0.1 0.1
H -3.22502 3.24056 -0.07575 0.0 -0.1 -0.1
C -0.48903 2.95608 0.58625 0.0 0.6 -0.1
H -1.21592 3.59218 1.11246 0.2 -0.1 -0.1
H -0.27033 3.45318 -0.37052 0.0 0.0 0.3
H 0.42996 2.93960 1.18189 -0.1 0.1 -0.1
C 4.19399 0.00545 -0.22630 0.8 0.3 0.6
C 4.37836 1.05600 0.58471 0.1 -0.9 -0.1
C 4.13401 2.47707 0.19970 0.1 0.9 0.0
C 4.52773 2.89728 -1.24683 0.5 0.6 -0.4
C 3.31116 3.05312 -2.21174 -0.4 -0.7 0.8
C 2.09405 2.27412 -1.78788 -1.3 0.2 -0.7
C 2.17683 0.74873 -1.58223 0.5 0.1 0.2
C 3.58341 0.09714 -1.58616 -0.6 -0.6 -0.4
H 4.72056 3.12234 0.87239 -0.2 -0.3 -0.1
H 5.30101 2.23891 -1.65872 -0.2 0.0 0.3
H 3.07987 2.73826 0.39501 0.4 0.0 -0.1
H 4.21191 0.61284 -2.31776 -0.1 -0.2 0.3
H 4.51973 -0.99906 0.07719 -0.3 0.5 0.1
H 4.72648 0.90497 1.61289 0.0 -0.1 -0.4
H 3.46859 -0.92476 -1.97560 0.0 0.3 0.1
H 1.68137 0.48704 -0.61953 0.3 0.0 -0.6
H 1.55702 2.76088 -0.95927 0.3 -0.2 -0.4
H 1.63310 0.17578 -2.38613 0.3 0.6 0.2
H 5.01470 3.88703 -1.19894 -0.1 -0.4 0.1
H 3.05571 4.12416 -2.22139 -0.2 -0.3 0.0
P 3.41474 2.66621 -3.99980 1.4 1.3 1.1
C 4.84799 1.65678 -4.34906 0.3 -0.4 -0.8
C 3.75220 4.27463 -4.75691 0.0 -0.1 -0.6
P 0.57957 2.18594 -3.27082 0.8 -0.4 3.2
C 1.87981 2.03627 -4.60429 -0.3 -0.8 -0.6
C 0.10963 3.92301 -3.37207 -0.7 0.4 -0.4
C -0.72574 1.29485 -4.33027 -0.7 0.5 -2.5
H 4.55085 0.67626 -4.75440 0.3 0.3 0.2
H 5.51077 1.53165 -3.48666 -0.3 0.0 -0.2
H 5.40194 2.22087 -5.10616 0.1 -0.4 0.0
H 4.26655 4.07879 -5.70935 -0.2 0.4 0.2
H 4.41365 4.85151 -4.09925 -0.1 -0.2 -0.2
H 2.82936 4.84884 -4.93850 0.3 -0.2 0.1
H -0.60391 1.76378 -5.31433 -0.6 -0.4 -0.1
H -1.77362 1.45686 -4.01385 0.2 -0.1 -0.2
H -0.52761 0.20918 -4.48569 -0.1 0.5 0.0
H 1.98013 0.97624 -4.89862 0.1 0.4 0.1
H 1.57868 2.61556 -5.50070 0.1 -0.3 0.4
H -0.96264 4.00770 -3.14946 0.2 0.1 -0.1
H 0.28105 4.29877 -4.39031 -0.1 0.2 0.3
H 0.65382 4.54044 -2.64759 0.0 -0.3 -0.2
F 1.20809 -2.63939 -1.25392 -0.4 -0.2 -0.6
C 0.58336 -2.01454 -2.32090 -0.3 1.5 0.9
F 1.53745 -1.96079 -3.33566 -0.5 -0.2 0.0
C -0.63817 -2.76812 -2.78454 0.0 -2.7 -0.3
F -0.44647 -3.43738 -3.93263 -0.5 0.4 0.5
F -1.09915 -3.63765 -1.84295 0.2 1.0 -1.0
F -1.77124 -1.91207 -3.05573 1.3 -0.4 0.3
```
Positions in Å, forces in eV/Å.

As for the multiplicity: 2. As for the expectation value of S²: 0.7518. The calculation puts the energy relative to the best compared isomer or geometry (same formula, charge and spin) at 0.000 eV. The charge is +1. The value obtained for the orbital gap (spin up / spin down) is 6.7 / 6.7 eV. The total energy comes out at -71675.148 eV. The value obtained for the HOMO energy (spin up / spin down) is -8.96 / -8.93 eV.



Molecular formula: C43H42N8O3V
Method: DFT, ωB97M-V/def2-TZVPD

Structure (XYZ):
```
97
Properties=species:S:1:pos:R:3:forces:R:3
V -0.56013 -0.80694 0.34502 -0.2 -0.3 -0.6
O 2.74095 -0.32918 2.73097 -0.1 0.1 0.0
C 1.62676 -0.57530 2.28420 0.2 0.2 0.0
N 0.79145 0.25777 1.61491 0.2 -0.1 0.0
C 1.33724 1.53526 1.41770 -0.1 0.0 -0.1
O 2.28981 1.78032 0.71182 0.0 0.0 0.0
C 0.67053 2.66022 2.16751 -0.1 0.0 0.0
C 1.45061 3.70673 2.63889 0.1 0.0 0.0
C 0.82575 4.74214 3.31229 0.0 0.0 0.0
C -0.55158 4.70303 3.46166 0.0 0.0 0.0
C -1.24180 3.61838 2.93854 0.0 0.0 0.0
N -0.65119 2.60510 2.31394 0.0 0.0 0.0
C 1.03039 -1.92906 2.55289 -0.1 -0.2 0.2
C 1.63957 -2.79830 3.44048 0.0 0.0 0.0
C 1.00189 -3.98948 3.73917 0.1 0.0 0.1
C -0.22166 -4.27003 3.15200 0.0 0.0 0.0
C -0.75453 -3.35843 2.26001 0.0 0.1 -0.1
N -0.12832 -2.21865 1.95842 -0.1 0.1 -0.2
H 2.51913 3.68580 2.47441 0.0 0.0 0.0
H 1.40144 5.56801 3.71031 0.0 0.0 0.0
H -1.08631 5.49227 3.97234 0.0 0.0 0.0
H -2.32204 3.56011 3.03075 0.0 0.0 0.0
H 2.58366 -2.50867 3.87847 0.0 0.0 0.0
H 1.44606 -4.68895 4.43638 0.0 0.0 0.0
H -0.76205 -5.17831 3.37925 0.0 0.0 0.0
H -1.70841 -3.52165 1.77640 0.0 0.0 0.0
C -0.57203 -0.75916 -3.44912 0.1 0.1 0.0
C 0.14754 0.54174 -3.22054 -0.1 -0.1 0.0
C 1.10047 0.97703 -4.13383 0.0 0.0 0.0
C 1.73835 2.19822 -3.97972 0.0 0.0 0.0
C 1.38381 3.01510 -2.92290 0.0 0.0 0.0
C 0.43357 2.61521 -1.98401 0.0 0.0 0.0
C 0.04738 3.59317 -0.90516 0.0 -0.1 0.0
C -0.14775 1.34593 -2.10423 0.1 0.0 0.0
N -0.97230 0.81335 -1.06750 -0.3 -0.1 0.1
C -2.20255 1.28933 -0.89646 0.0 0.0 0.0
C -2.81823 2.34506 -1.77285 0.0 0.0 0.0
C -2.98044 0.73640 0.15599 0.0 0.0 0.1
C -4.37324 1.22678 0.42617 0.0 0.0 0.0
N -2.40339 -0.20544 0.90623 0.2 -0.1 0.1
C -3.15931 -1.07456 1.73839 -0.2 0.1 0.0
C -4.09564 -1.95493 1.17325 0.0 0.0 0.0
C -4.47814 -1.89264 -0.28358 0.1 -0.1 0.0
C -4.71060 -2.89389 1.99963 0.0 0.0 -0.1
C -4.43152 -2.95319 3.35351 0.0 0.0 0.0
C -3.53846 -2.04622 3.90501 0.0 0.0 0.0
C -2.90186 -1.09752 3.11571 0.1 0.1 0.1
C -1.96787 -0.09379 3.73217 -0.1 0.0 0.0
H -0.04156 -1.36502 -4.18474 0.0 0.0 0.0
H -1.57557 -0.56789 -3.84246 0.0 0.0 0.0
H -0.69612 -1.32424 -2.52577 0.0 0.0 -0.1
H 1.33866 0.34414 -4.98143 0.0 0.0 0.0
H 2.48703 2.51936 -4.69393 0.0 0.0 0.0
H 1.84312 3.99130 -2.81250 0.0 0.0 0.0
H -0.35375 4.50240 -1.35931 0.0 0.0 0.0
H 0.91961 3.87586 -0.31508 0.0 0.0 0.0
H -0.70253 3.19259 -0.22742 0.1 0.0 0.0
H -2.16692 2.60824 -2.60352 0.0 0.0 0.0
H -3.02758 3.25358 -1.20150 0.0 0.0 0.0
H -3.76956 1.99489 -2.17935 0.0 0.0 0.0
H -4.38053 2.30982 0.57112 0.0 0.0 0.0
H -4.77490 0.75772 1.32344 0.0 0.0 0.0
H -5.05214 1.01046 -0.40305 0.0 0.0 0.0
H -3.64268 -1.56689 -0.89970 0.0 0.0 0.0
H -5.31945 -1.20928 -0.43243 0.1 0.0 0.0
H -4.79584 -2.87634 -0.63155 0.0 0.0 0.0
H -5.42310 -3.58516 1.56301 0.0 0.0 0.0
H -4.91945 -3.68996 3.97985 0.0 0.0 0.0
H -3.32860 -2.06978 4.96826 0.0 0.0 0.0
H -1.74612 -0.35685 4.76679 0.0 0.0 0.0
H -2.41576 0.90476 3.72185 0.0 -0.1 0.0
H -1.03779 -0.00597 3.17241 0.0 0.0 0.0
N 7.92756 2.20991 -5.20585 0.0 0.0 0.0
C 7.14265 1.63160 -4.59786 0.0 0.0 0.0
C 6.15726 0.90882 -3.84082 0.0 -0.1 0.0
C 5.53738 1.51143 -2.74883 0.0 0.0 0.0
C 4.59077 0.81808 -2.01737 0.0 0.0 0.0
C 4.25207 -0.47434 -2.39695 0.0 0.0 0.0
C 4.86158 -1.08258 -3.48454 0.0 -0.1 0.0
C 5.82163 -0.39457 -4.20212 0.0 0.0 0.0
N 3.24604 -1.15808 -1.67171 0.1 0.0 0.0
C 3.18955 -2.49722 -1.33306 0.0 0.0 -0.1
C 2.03974 -2.64945 -0.62861 0.0 0.1 0.1
N 1.39758 -1.43192 -0.52075 0.0 0.1 -0.2
C 2.15151 -0.56491 -1.15111 0.1 -0.1 0.0
H 5.80852 2.52031 -2.46874 0.0 0.0 0.0
H 4.11956 1.26897 -1.15142 0.0 0.0 0.0
H 4.56698 -2.08136 -3.77901 0.0 0.0 0.0
H 6.30326 -0.85570 -5.05325 0.0 0.0 0.0
H 3.97248 -3.18871 -1.58813 0.0 0.0 0.0
H 1.65248 -3.54021 -0.16677 0.0 0.0 0.0
H 1.95801 0.48628 -1.26400 0.0 0.0 0.0
C -1.31358 -3.53904 -0.99211 -0.1 0.1 0.1
O -1.24637 -2.16752 -0.80780 0.1 0.1 0.4
H -1.69171 -3.77076 -1.99566 0.0 0.0 -0.1
H -1.99018 -4.04063 -0.28389 0.0 0.0 0.0
H -0.33822 -4.03433 -0.90755 0.1 0.0 0.0
```
Positions in Å, forces in eV/Å.

As for the multiplicity: 4. As for the expectation value of S²: 3.7655. The calculation puts the energy relative to the best compared isomer or geometry (same formula, charge and spin) at 0.293 eV. The charge is 0. The value obtained for the orbital gap (spin up / spin down) is 6.4 / 8.5 eV. The total energy comes out at -89027.577 eV. The value obtained for the HOMO energy (spin up / spin down) is -6.29 / -8.47 eV.



Molecular formula: C9H12N2
Method: DFT, ωB97M-V/def2-TZVPD

Structure (XYZ):
```
23
Properties=species:S:1:pos:R:3:forces:R:3
C 2.37659 1.22806 -0.02026 -0.1 0.0 -0.6
C 1.19510 1.35599 -0.33731 -0.5 -0.4 0.3
C -3.25107 1.44255 0.65393 2.3 -1.7 1.2
C -2.30741 0.51926 1.12718 -1.8 2.3 -2.2
C -2.48960 0.39691 -1.06223 -0.9 2.3 1.5
C 3.78033 0.83352 0.05114 1.2 1.3 1.0
C 0.12204 -1.19723 1.14873 0.5 -1.4 -0.4
C 0.00779 -1.45570 -1.37880 -1.0 0.9 -0.3
C -0.59486 -0.89492 -0.10085 0.1 2.2 0.2
N -3.33169 1.36241 -0.71267 1.3 -2.5 -1.2
N -1.69608 -0.10509 0.03220 -1.5 -0.5 -2.2
H -3.78852 2.19440 1.23653 0.2 -0.5 -0.3
H -1.95106 0.49803 2.06753 1.3 -0.5 2.9
H -2.42607 0.04140 -2.04053 0.5 -0.5 -1.2
H 4.10410 0.41673 -0.90356 -0.1 -1.0 0.4
H 3.94487 0.32082 1.02471 0.2 -0.7 -1.1
H 4.57271 1.62325 0.15432 -1.1 0.2 0.0
H 0.65790 -0.29547 1.40782 0.0 0.6 0.3
H 0.94136 -1.87920 0.79850 -0.8 0.1 1.2
H -0.56704 -1.55628 1.95681 0.8 0.1 -0.7
H 0.49409 -2.36933 -1.17339 0.1 -1.3 0.6
H 0.86580 -0.85644 -1.70431 -0.5 0.6 0.3
H -0.65928 -1.62367 -2.22549 -0.2 0.3 0.2
```
Positions in Å, forces in eV/Å.

The calculation puts the energy relative to the best compared isomer or geometry (same formula, charge and spin) at 7.966 eV. The charge is 0. The value obtained for the orbital gap (spin up / spin down) is 5.3 / 5.3 eV. The total energy comes out at -12500.769 eV. The value obtained for the HOMO energy (spin up / spin down) is -7.27 / -7.27 eV.



Molecular formula: C5H14NO
Method: DFT, ωB97M-V/def2-TZVPD

Structure (XYZ):
```
21
Properties=species:S:1:pos:R:3:forces:R:3
C 2.08190 -0.14573 -0.64391 -0.5 0.6 -1.4
C 0.57483 0.03402 -0.64847 -2.7 0.1 0.0
N -0.15855 0.14200 0.78431 5.0 -3.3 2.5
C -1.50293 0.80157 0.75211 0.9 -0.3 -2.1
C -1.47547 1.35096 -0.77287 0.9 2.4 1.9
C 0.03638 1.31196 -1.26427 -2.4 -2.5 -0.8
H 2.28744 -1.02139 -0.08304 0.8 -0.8 0.5
H 2.58954 0.75744 -0.26360 -0.2 -0.5 0.1
H 2.44902 -0.29040 -1.72381 -0.7 0.1 1.6
H -0.03024 -0.77406 -1.16282 1.2 0.4 0.7
H 0.77229 0.48832 1.33715 -3.5 0.2 -0.9
H -0.24370 -0.83640 1.28668 0.2 1.6 -1.5
H -2.26146 -0.01983 0.77015 0.7 0.8 0.5
H -1.55130 1.45805 1.61790 -0.4 0.3 -0.4
H -2.07387 0.65051 -1.28470 -0.6 -0.5 -1.0
H -1.93749 2.38625 -0.82759 0.6 -1.4 -0.1
H 0.60465 2.17244 -1.09233 0.8 1.3 0.4
H 0.05834 0.99591 -2.32226 -0.1 1.1 0.1
H -0.04689 -3.57364 1.18203 0.1 1.9 0.5
H -0.14143 -3.16743 2.63280 0.2 1.4 -1.6
O -0.03106 -2.72056 1.72653 -0.3 -3.1 1.0
```
Positions in Å, forces in eV/Å.

The calculation puts the energy relative to the best compared isomer or geometry (same formula, charge and spin) at 1.590 eV. The charge is +1. The value obtained for the orbital gap is 13.0 eV. The total energy comes out at -8942.418 eV. The value obtained for the HOMO energy is -15.93 eV.



Molecular formula: C5H19N2O4
Method: DFT, ωB97M-V/def2-TZVPD

Structure (XYZ):
```
30
Properties=species:S:1:pos:R:3:forces:R:3
C -1.09921 -1.05123 1.30094 -0.9 0.2 0.7
N 0.17081 -1.58370 0.94593 -0.6 -0.4 0.3
C 1.29025 -1.37370 1.84920 1.5 1.0 -1.0
C 2.25954 -0.30548 1.23363 0.1 -0.6 0.9
O 1.97496 0.41609 0.19662 -0.7 0.2 -0.7
C -1.31125 0.27739 0.63418 0.6 1.6 0.2
N -1.03992 0.15104 -0.81879 -2.1 -2.0 -0.8
C -2.18806 -0.60745 -1.47070 -1.0 0.9 0.4
H -1.32796 -0.90612 2.36647 0.7 0.1 0.2
H -1.91983 -1.73892 1.06660 0.1 0.0 -0.6
H 0.08300 -2.51710 0.59972 0.2 -0.4 0.1
H 1.83773 -2.31586 1.95081 -0.1 -0.1 0.1
H 1.00842 -1.08060 2.87280 -0.5 -0.1 -0.1
H 3.14807 -0.06196 1.84253 -0.2 -0.1 0.0
H -0.68085 1.11470 0.92227 1.0 -0.7 0.6
H -2.25492 0.78898 0.83892 -0.6 -0.7 -0.6
H -0.27706 -0.50957 -1.02313 1.2 0.8 1.1
H -0.91092 1.08258 -1.18807 0.3 0.4 -0.4
H -2.61513 -0.05296 -2.30222 0.4 -0.1 -0.2
H -1.96372 -1.63652 -1.72209 0.6 0.1 -0.2
H -2.98444 -0.66310 -0.73455 -0.1 0.0 0.0
H -0.66643 3.93871 -0.86989 -0.6 0.7 -0.4
H 0.23055 2.95610 -0.33746 0.9 -0.6 0.7
O -0.64676 2.99917 -0.72348 0.0 -0.2 -0.1
H 2.71420 2.60202 0.96718 0.1 -0.8 0.4
H 2.28839 2.57080 -0.46073 0.2 -0.7 0.0
O 2.29014 3.13926 0.30942 -0.5 1.4 -0.5
H 1.67448 -1.93787 -2.66434 1.6 1.1 -0.4
H 0.14235 -1.54983 -3.00229 1.1 0.1 -0.3
O 0.77359 -2.14487 -2.57948 -2.8 -1.1 0.7
```
Positions in Å, forces in eV/Å.

As for the multiplicity: 2. As for the expectation value of S²: 0.7540. The calculation puts the energy relative to the best compared isomer or geometry (same formula, charge and spin) at 1.705 eV. The charge is 0. The value obtained for the orbital gap (spin up / spin down) is 3.4 / 7.0 eV. The total energy comes out at -16659.208 eV. The value obtained for the HOMO energy (spin up / spin down) is -3.24 / -6.84 eV.